Formula: C30H35EuF6N3O2PSb
Source: OMol25
Level of theory: the ωB97M-V functional and the def2-TZVPD basis

Properties
ΔE to the lowest compared entry with this formula, charge and spin	0.0000	eV
orbital gap (alpha / beta)	5.677 / 5.669	eV
spin multiplicity	7
total charge	+1
⟨S²⟩	12.0136

Each line ends with the Mulliken charge.
Atoms and positions in Å:
Eu (0.22436, -0.46875, -1.30505)  1.1400
N (1.05696, -2.81895, -1.92065)  -0.2781
C (2.22816, -3.33545, -2.67345)  -0.8975
C (3.50586, -2.57325, -2.30865)  0.2703
C (3.91046, -1.54955, -3.37015)  -1.2869
C (2.88546, -0.43685, -3.56925)  -0.3275
N (2.54286, 0.25255, -2.28305)  -0.3653
H (1.03276, -3.31145, -1.01895)  0.2442
H (0.22596, -3.13715, -2.43135)  0.2233
H (2.02076, -3.21995, -3.73885)  0.4479
H (2.36246, -4.40515, -2.48195)  0.3778
H (4.33296, -3.27015, -2.17565)  0.4471
H (3.34556, -2.05625, -1.35785)  -0.3229
H (4.04386, -2.05555, -4.32675)  0.3940
H (4.87606, -1.11475, -3.09695)  0.3941
H (1.96386, -0.83775, -4.00765)  0.1227
H (3.31566, 0.27995, -4.28065)  0.4529
H (2.32416, 1.21605, -2.55095)  0.2669
H (3.42116, 0.33065, -1.75665)  0.2243
C (-3.78374, -2.98595, -2.02015)  -1.9785
C (-2.64374, -2.50215, -1.18225)  0.7963
O (-1.62984, -2.03585, -1.73155)  -0.2753
C (-2.74604, -2.55955, 0.27275)  0.6082
C (-3.79814, -3.23305, 0.90055)  -0.7245
C (-3.90244, -3.29625, 2.27715)  -1.0364
C (-2.94154, -2.68165, 3.07965)  -0.7415
C (-1.89104, -2.01465, 2.50265)  -0.5948
C (-1.73014, -1.94735, 1.09385)  0.0623
O (-0.66254, -1.38155, 0.61155)  0.5111
H (-3.58164, -2.77515, -3.06825)  0.3511
H (-4.71064, -2.49685, -1.72635)  0.4549
H (-3.91934, -4.05975, -1.89835)  0.4812
H (-4.54064, -3.74405, 0.30915)  0.4236
H (-4.71724, -3.83395, 2.73255)  0.4193
H (-3.01794, -2.74505, 4.15375)  0.4994
H (-1.13264, -1.54915, 3.11385)  0.4092
N (2.04006, -0.98395, 0.83695)  0.1496
C (2.40176, 0.05235, 1.75695)  -0.3744
C (3.60986, 0.02575, 2.44075)  -0.7663
C (3.95456, 1.05545, 3.29845)  -0.7491
C (3.10546, 2.13755, 3.47315)  -0.9861
C (1.90126, 2.18235, 2.79465)  0.1766
C (1.53496, 1.12955, 1.95495)  -0.0693
P (-0.03204, 1.22135, 1.02125)  2.4133
C (-1.36604, 1.33285, 2.24085)  0.5964
C (-1.10964, 1.31095, 3.61325)  -0.8522
C (-2.15974, 1.39895, 4.50875)  -0.7730
C (-3.46624, 1.48615, 4.05295)  -0.7126
C (-3.72804, 1.48005, 2.69025)  -0.8657
C (-2.68594, 1.39185, 1.78615)  -0.2501
C (0.15106, 2.85945, 0.22735)  0.5167
C (-0.89684, 3.75685, 0.03545)  -0.7637
C (-0.64614, 4.96075, -0.60045)  -0.6332
C (0.62626, 5.27395, -1.05135)  -0.7313
C (1.66396, 4.36525, -0.88445)  -0.8887
C (1.42646, 3.14895, -0.27835)  -0.5816
H (2.80216, -1.66055, 0.80565)  0.3775
H (1.21306, -1.46665, 1.20305)  0.0882
H (4.27836, -0.81175, 2.30405)  0.4398
H (4.89156, 1.01175, 3.83145)  0.4397
H (3.38576, 2.95075, 4.12445)  0.4457
H (1.24086, 3.03175, 2.90775)  0.6116
H (-0.09734, 1.24425, 3.98185)  0.4333
H (-1.95634, 1.39945, 5.57035)  0.4417
H (-4.28164, 1.54195, 4.75895)  0.4120
H (-4.74684, 1.54035, 2.33615)  0.4576
H (-2.89664, 1.36695, 0.72665)  0.2877
H (-1.88734, 3.53365, 0.40245)  0.4037
H (-1.44984, 5.66165, -0.74755)  0.4613
H (0.81056, 6.21425, -1.54975)  0.4226
H (2.65346, 4.61075, -1.23765)  0.4513
H (2.23076, 2.42715, -0.15805)  0.5350
F (-1.92214, 0.44455, -1.30865)  -0.3517
Sb (-1.72114, 0.92195, -3.29075)  2.2666
F (-2.60154, 2.51695, -2.77885)  -0.5038
F (0.01556, 1.61085, -2.35155)  -0.6016
F (-1.10774, 1.51785, -4.95335)  -0.4791
F (-0.34114, -0.58025, -3.47185)  -0.5935
F (-3.10754, -0.25995, -3.78865)  -0.4942

***

Formula: C30H35F8N2O24
Source: OMol25
Level of theory: the ωB97M-V functional and the def2-TZVPD basis

Properties
orbital gap	10.015	eV
spin multiplicity	1
total charge	+1

Each line ends with the Mulliken charge.
Atoms and positions in Å:
C (5.00556, -1.51196, 1.67123)  -0.8932
C (4.21186, -1.02317, 0.44064)  -0.2417
C (3.09142, -0.06910, 0.84474)  -0.1218
N (1.83894, -0.80980, 1.12606)  0.3882
C (1.16301, -1.69354, 0.31272)  -0.0565
C (0.06877, -2.13090, 1.03075)  -1.0450
N (0.11670, -1.49046, 2.23754)  0.0117
C (1.19541, -0.69108, 2.27939)  -0.2936
H (5.91026, -0.92472, 1.81415)  -0.0504
H (5.30560, -2.54600, 1.48865)  0.4190
H (4.37840, -1.50420, 2.56291)  0.2310
H (4.84578, -0.52595, -0.29350)  0.3685
H (3.80749, -1.90544, -0.05933)  0.3713
H (3.32106, 0.49069, 1.75001)  -0.1216
H (2.86101, 0.66678, 0.07423)  0.1276
H (1.52180, -1.95660, -0.67006)  0.4772
H (-0.64718, -2.85153, 0.67800)  0.6622
H (-0.56547, -1.62616, 2.96721)  0.2707
H (1.47361, -0.06584, 3.11205)  0.4402
C (1.02757, 0.42592, -4.08028)  -0.2403
C (2.13691, 1.04917, -3.26648)  0.3410
O (2.65011, -0.06645, -2.55569)  -0.1199
C (2.41724, -1.18220, -3.31647)  0.5386
O (2.91363, -2.23774, -3.09704)  -0.5173
O (1.54061, -0.90797, -4.28984)  -0.3321
F (1.67923, 1.95768, -2.36473)  -0.2880
H (0.10230, 0.36183, -3.52158)  0.1747
H (0.84685, 0.92519, -5.02343)  0.2691
H (2.93733, 1.50619, -3.84974)  0.2367
C (-2.93072, -2.46325, -1.12770)  -0.2280
C (-4.43361, -2.48737, -0.95545)  0.3102
O (-4.81914, -1.24685, -1.53810)  -0.2190
C (-3.89952, -0.95016, -2.49304)  0.5317
O (-4.04766, -0.15758, -3.36042)  -0.4980
O (-2.78234, -1.70914, -2.33028)  -0.3396
F (-4.78352, -2.49233, 0.35333)  -0.3559
H (-2.45396, -1.93875, -0.29811)  0.0270
H (-2.49593, -3.45460, -1.23727)  0.4000
H (-4.94294, -3.30389, -1.47052)  0.3345
C (3.16780, 3.08546, 6.31938)  -0.4988
C (1.98097, 3.00536, 5.38445)  0.3172
O (2.55375, 2.39518, 4.22779)  -0.2753
C (3.60721, 1.64072, 4.64719)  0.6702
O (4.14786, 0.81816, 3.97604)  -0.4439
O (3.94009, 1.94547, 5.90840)  -0.3379
F (1.49581, 4.21646, 5.05132)  -0.2710
H (3.74552, 3.99466, 6.15275)  0.2911
H (2.90026, 3.01177, 7.36894)  0.2839
H (1.16140, 2.38254, 5.74732)  0.2834
C (-2.56407, 3.92944, -2.41881)  -0.4211
C (-3.69363, 3.84703, -3.42345)  0.2642
O (-3.07733, 3.17355, -4.50819)  -0.3247
C (-2.09242, 2.39560, -4.00527)  0.7091
O (-1.56335, 1.50379, -4.58235)  -0.4821
O (-1.80856, 2.75028, -2.72686)  -0.2872
F (-4.10471, 5.06806, -3.82762)  -0.2913
H (-1.94803, 4.81286, -2.59025)  0.2916
H (-2.89993, 3.91430, -1.38584)  0.2810
H (-4.55842, 3.27006, -3.09227)  0.2512
C (-9.20922, -1.99542, -3.48755)  -0.3430
C (-8.15504, -1.29022, -2.66629)  0.2781
O (-7.52905, -2.37193, -1.99375)  -0.2497
C (-7.65641, -3.46982, -2.79323)  0.6547
O (-7.01516, -4.45978, -2.65435)  -0.5333
O (-8.58070, -3.26112, -3.74701)  -0.3290
F (-8.70145, -0.44665, -1.75905)  -0.2510
H (-10.12760, -2.14728, -2.92002)  0.2415
H (-9.44330, -1.48509, -4.41704)  0.2999
H (-7.40853, -0.74837, -3.24991)  0.2239
C (7.62680, 1.70493, 1.66419)  -0.2604
C (7.31650, 2.84405, 0.71893)  0.3964
O (7.98719, 2.44834, -0.46237)  -0.3446
C (8.04797, 1.08865, -0.47169)  0.5826
O (8.30928, 0.42231, -1.41103)  -0.4936
O (7.74782, 0.59595, 0.76271)  -0.2029
F (7.82011, 4.02012, 1.15272)  -0.2879
H (8.57349, 1.85984, 2.18259)  0.2727
H (6.84193, 1.52181, 2.39507)  0.1120
H (6.25451, 2.97543, 0.49935)  0.2378
C (-11.73412, 0.62249, 1.16256)  -0.3926
C (-12.18491, 1.91885, 0.52502)  0.2902
O (-11.84749, 1.71647, -0.83529)  -0.3018
C (-11.88849, 0.37690, -1.07430)  0.6974
O (-11.91324, -0.11938, -2.14940)  -0.5077
O (-11.91078, -0.30981, 0.09217)  -0.3105
F (-11.50361, 2.98736, 1.00188)  -0.2853
H (-10.67961, 0.66576, 1.43840)  0.2683
H (-12.32541, 0.33432, 2.02705)  0.2686
H (-13.25484, 2.11722, 0.60355)  0.2910
C (8.81624, -2.68492, 1.92957)  -0.0295
C (9.89420, -2.01028, 2.74462)  0.3733
O (10.55752, -3.10680, 3.33354)  -0.3541
C (10.40666, -4.18130, 2.49821)  0.5599
O (11.03385, -5.17835, 2.56100)  -0.4682
O (9.43385, -3.92460, 1.58463)  -0.3540
F (9.37457, -1.21816, 3.72056)  -0.2956
H (7.92381, -2.87898, 2.52795)  0.1394
H (8.53917, -2.12601, 1.03875)  0.1175
H (10.60681, -1.42605, 2.15998)  0.3110

***

| no. | DFT total energy (eV) |
| --- | --- |
| 1 | -91705.7260 |
| 2 | -105532.9979 |